[1]
ORCA calculation (the ωB97M-V functional and the def2-TZVPD basis) on C22H36BeO3P2 as an isolated structure.

## Properties
Net charge: 0
Total energy: -1782.904667 Ha
HOMO-LUMO gap: 7.30 eV
Energy above the lowest of the compared OMol25 structures with the same formula, charge and spin: 35.3 kcal/mol

Atoms and positions in Å:
P: -1.40 -2.76 -3.61
P: -0.22 0.67 -4.29
C: -1.77 -1.40 -4.81
C: -0.44 -0.85 -5.30
H: -2.36 -0.66 -4.22
H: -2.41 -1.72 -5.64
H: 0.46 -1.43 -5.05
H: -0.48 -0.68 -6.39
C: -1.64 1.68 -5.00
H: -1.33 2.71 -5.23
H: -2.48 1.73 -4.29
H: -2.01 1.23 -5.94
C: 0.79 1.37 -5.76
H: 0.30 1.11 -6.71
H: 1.79 0.96 -5.77
H: 0.87 2.45 -5.74
C: -2.72 -3.83 -4.30
H: -3.06 -4.54 -3.55
H: -2.31 -4.35 -5.18
H: -3.57 -3.21 -4.59
C: 0.07 -3.71 -4.14
H: 0.98 -3.10 -4.15
H: -0.11 -4.09 -5.15
H: 0.25 -4.55 -3.46
Be: -1.07 -1.49 -2.20
C: 0.67 4.28 -3.23
C: -0.03 3.39 -2.55
C: 0.38 2.45 -1.44
C: 1.86 2.01 -1.18
C: 2.81 1.75 -2.29
C: 2.88 2.16 -3.57
C: 2.94 3.58 -4.06
C: 2.15 4.55 -3.18
C: -1.49 -3.09 -1.18
H: 0.09 4.99 -3.85
H: -1.12 3.31 -2.74
H: -0.17 1.49 -1.46
H: 0.02 2.96 -0.53
H: 2.34 2.73 -0.49
H: 1.83 1.05 -0.62
H: 3.62 1.06 -2.00
H: 3.14 1.43 -4.35
H: 2.52 3.65 -5.08
H: 4.01 3.87 -4.10
H: 2.49 4.51 -2.13
H: 2.29 5.57 -3.58
H: -1.22 -2.80 -0.16
H: -0.99 -4.04 -1.41
H: -2.57 -3.26 -1.19
O: 1.64 0.46 1.92
C: 0.37 0.88 2.04
C: 0.08 1.86 3.00
C: -1.24 2.17 3.28
C: -2.28 1.45 2.64
C: -1.99 0.52 1.62
C: -0.66 0.30 1.24
C: -0.25 -0.52 0.05
O: -1.00 -0.43 -1.04
O: 0.78 -1.25 0.14
H: 1.61 -0.34 1.32
H: 0.91 2.35 3.50
H: -1.48 2.95 4.00
H: -3.31 1.63 2.93
H: -2.78 -0.05 1.12

These are the Löwdin partial charges, in e, on atoms 1 to 4: number 1, P, carries 0.867; number 2, P, carries 0.966; number 3, C, carries -0.455; number 4, C, carries -0.473

=====

[2]
ORCA calculation (the ωB97M-V functional and the def2-TZVPD basis) on C22H36BrGaIN12 as an isolated structure.

## Properties
Net charge: -1
Total energy: -6313.509954 Ha
HOMO-LUMO gap: 6.04 eV
Energy above the lowest of the compared OMol25 structures with the same formula, charge and spin: 18.6 kcal/mol

Atoms and positions in Å:
N: 2.27 1.66 1.05
Ga: 0.49 2.36 0.94
Br: 0.41 4.29 -0.53
I: -1.09 0.54 -0.02
H: 2.37 1.09 0.21
H: 2.97 2.39 0.99
H: -0.06 2.80 2.36
C: 4.83 0.93 -1.96
C: 5.16 2.05 -1.07
N: 5.42 2.93 -0.38
H: 3.77 0.97 -2.23
H: 5.43 1.00 -2.87
H: 5.04 -0.02 -1.47
C: 1.53 -2.44 -0.81
C: 2.94 -2.21 -0.48
N: 4.04 -2.02 -0.22
H: 0.92 -2.39 0.09
H: 1.18 -1.69 -1.52
H: 1.43 -3.43 -1.26
C: 3.01 -5.49 1.70
C: 1.69 -5.22 1.12
N: 0.67 -4.98 0.66
H: 3.50 -4.55 1.92
H: 2.91 -6.07 2.62
H: 3.62 -6.05 0.99
C: 6.95 -6.25 0.42
C: 6.37 -6.09 1.76
N: 5.91 -5.95 2.80
H: 7.36 -7.25 0.32
H: 6.19 -6.09 -0.34
H: 7.75 -5.52 0.28
C: -4.48 0.74 -3.82
C: -3.39 0.86 -2.84
N: -2.57 0.95 -2.04
H: -4.07 0.66 -4.82
H: -5.08 -0.13 -3.60
H: -5.11 1.63 -3.76
C: -2.02 -2.16 3.28
C: -2.82 -1.02 2.86
N: -3.45 -0.12 2.52
H: -2.20 -3.01 2.62
H: -0.96 -1.90 3.25
H: -2.29 -2.45 4.30
C: -8.45 0.10 -2.87
C: -7.60 -0.92 -3.49
N: -6.92 -1.71 -3.98
H: -8.36 1.03 -3.43
H: -9.49 -0.22 -2.88
H: -8.14 0.27 -1.84
C: -10.07 3.43 -0.36
C: -10.46 2.16 -0.98
N: -10.75 1.16 -1.47
H: -10.62 4.24 -0.83
H: -10.31 3.40 0.70
H: -9.00 3.59 -0.49
C: 6.76 -2.82 3.80
C: 8.15 -2.46 4.10
N: 9.24 -2.18 4.33
H: 6.17 -2.79 4.71
H: 6.34 -2.11 3.09
H: 6.72 -3.82 3.38
C: -3.14 4.40 1.00
C: -4.42 4.24 0.29
N: -5.42 4.11 -0.25
H: -2.33 4.51 0.28
H: -3.18 5.29 1.63
H: -2.95 3.53 1.62
C: 3.71 6.22 -1.53
C: 3.44 7.66 -1.49
N: 3.24 8.79 -1.46
H: 3.02 5.73 -2.22
H: 4.73 6.04 -1.86
H: 3.58 5.79 -0.54

These are the Löwdin partial charges, in e, on atoms 1 to 4: number 1, N, carries -0.176; number 2, Ga, carries -0.451; number 3, Br, carries -0.009; number 4, I, carries 0.410

=====

[3]
ORCA calculation (the ωB97M-V functional and the def2-TZVPD basis) on C22H36CoO3P2 as an isolated structure.

## Properties
Net charge: 0
2S+1: 4
Total energy: -3150.976629 Ha
HOMO-LUMO gap (alpha / beta): 7.28 / 8.05 eV
Energy above the lowest of the compared OMol25 structures with the same formula, charge and spin: 0.0 kcal/mol

Atoms and positions in Å:
P: -0.07 -1.94 -3.39
P: 0.33 1.25 -3.28
C: -0.25 -0.96 -4.98
C: 0.48 0.39 -4.93
H: -1.33 -0.84 -5.19
H: 0.17 -1.58 -5.79
H: 1.56 0.30 -5.15
H: 0.06 1.09 -5.68
C: -1.35 1.95 -3.61
H: -1.59 2.68 -2.83
H: -2.12 1.17 -3.63
H: -1.31 2.45 -4.58
C: 1.31 2.74 -3.69
H: 0.86 3.22 -4.57
H: 2.35 2.46 -3.90
H: 1.27 3.43 -2.83
C: -0.99 -3.43 -3.90
H: -0.88 -4.18 -3.11
H: -0.57 -3.83 -4.84
H: -2.05 -3.19 -4.04
C: 1.62 -2.52 -3.82
H: 2.36 -1.70 -3.81
H: 1.59 -2.96 -4.83
H: 1.93 -3.29 -3.10
Co: 0.19 -0.60 1.80
C: 0.75 1.31 0.28
C: -0.62 1.14 0.27
C: -1.49 0.39 -0.68
C: -1.79 -1.10 -0.34
C: -0.66 -1.89 0.22
C: 0.71 -1.76 -0.02
C: 1.31 -0.80 -0.98
C: 1.83 0.55 -0.42
C: 0.60 -2.11 2.99
H: 1.11 2.18 0.83
H: -1.19 1.82 0.92
H: -1.06 0.43 -1.71
H: -2.45 0.93 -0.77
H: -2.62 -1.09 0.37
H: -2.19 -1.62 -1.23
H: -0.96 -2.83 0.69
H: 1.34 -2.59 0.31
H: 0.49 -0.51 -1.66
H: 2.08 -1.29 -1.58
H: 2.67 0.34 0.26
H: 2.25 1.17 -1.24
H: 1.52 -1.83 3.53
H: 0.71 -3.09 2.48
H: -0.23 -2.13 3.72
O: 1.53 2.18 4.95
C: 0.55 1.90 5.82
C: 0.70 2.33 7.16
C: -0.29 2.05 8.08
C: -1.46 1.36 7.69
C: -1.61 0.95 6.36
C: -0.62 1.20 5.41
C: -0.82 0.73 4.00
O: -1.93 0.35 3.61
O: 0.28 0.71 3.26
H: 1.29 1.68 4.11
H: 1.60 2.87 7.43
H: -0.17 2.37 9.12
H: -2.25 1.15 8.42
H: -2.50 0.42 6.04

These are the Löwdin partial charges, in e, on atoms 1 to 4: number 1, P, carries 0.883; number 2, P, carries 0.882; number 3, C, carries -0.421; number 4, C, carries -0.418

=====

[4]
ORCA calculation (the ωB97M-V functional and the def2-TZVPD basis) on C22H36EuN5O4 as an isolated structure.

## Properties
Net charge: +2
2S+1: 7
Total energy: -2144.566049 Ha
HOMO-LUMO gap (alpha / beta): 6.35 / 8.01 eV
Energy above the lowest of the compared OMol25 structures with the same formula, charge and spin: 5.5 kcal/mol

Atoms and positions in Å:
Eu: 0.89 -0.01 0.49
C: -4.20 -2.54 0.31
C: -3.45 -1.21 0.25
C: -2.98 -0.84 -1.14
C: -3.92 -0.38 -2.06
C: -3.55 0.00 -3.34
C: -2.22 -0.06 -3.72
C: -1.25 -0.52 -2.84
C: 0.17 -0.68 -3.31
C: 0.48 -2.10 -3.77
C: -1.65 -0.92 -1.55
N: -0.62 -1.35 -0.64
C: -0.65 -2.56 -0.14
C: 0.16 -2.95 0.94
C: 0.22 -4.18 1.59
C: 1.07 -4.02 2.68
C: 1.47 -2.69 2.67
N: 0.95 -2.01 1.63
H: -4.52 -2.76 1.32
H: -3.58 -3.37 -0.04
H: -5.08 -2.52 -0.33
H: -2.61 -1.22 0.96
H: -4.11 -0.41 0.60
H: -4.96 -0.32 -1.76
H: -4.30 0.34 -4.04
H: -1.92 0.22 -4.73
H: 0.89 -0.41 -2.53
H: 0.35 0.02 -4.14
H: 0.37 -2.81 -2.95
H: 1.50 -2.19 -4.16
H: -0.20 -2.41 -4.56
H: -1.33 -3.30 -0.55
H: -0.31 -5.07 1.29
H: 1.34 -4.77 3.41
H: 2.13 -2.20 3.38
C: -3.20 3.19 -1.26
O: -2.58 2.47 -0.16
C: -1.33 2.13 -0.21
O: -0.86 1.43 0.71
N: -0.56 2.52 -1.24
N: 0.79 2.12 -1.26
H: -4.24 3.28 -0.98
H: -3.11 2.59 -2.17
H: -2.76 4.18 -1.35
H: -0.91 3.15 -1.95
H: 1.37 2.91 -0.99
H: 1.03 1.86 -2.21
C: 4.30 -1.01 1.05
C: 4.15 -0.42 -0.34
O: 2.82 -0.68 -0.90
H: 5.32 -0.82 1.40
H: 4.13 -2.08 1.05
H: 3.62 -0.55 1.77
H: 4.89 -0.84 -1.02
H: 4.25 0.66 -0.34
H: 2.80 -1.56 -1.29
C: 2.88 4.18 4.02
N: 2.17 3.07 3.37
C: 1.01 2.53 4.09
C: 2.57 2.60 2.23
O: 2.04 1.64 1.60
H: 2.22 5.03 4.12
H: 3.75 4.45 3.42
H: 3.22 3.85 5.01
H: 1.31 2.28 5.10
H: 0.63 1.65 3.59
H: 0.23 3.29 4.12
H: 3.45 3.10 1.80

These are the Löwdin partial charges, in e, on atoms 1 to 4: number 1, Eu, carries 2.034; number 2, C, carries -0.070; number 3, C, carries -0.199; number 4, C, carries -0.174